# 1
Entry from OMol25: a gas-phase ion, C2H16N7P2 (charge +1) (wB97M-V/def2-TZVPD).

Cartesian coordinates (Å):
1 C -2.212 1.508 -1.090
2 C -2.632 -2.073 1.052
3 N 0.627 0.306 0.824
4 N 0.239 -1.823 -0.751
5 N 3.162 -0.785 0.495
6 N 2.369 1.052 -1.179
7 N 2.548 1.650 1.547
8 N -1.317 0.291 -1.298
9 N -1.479 -1.213 1.146
10 P -0.487 -0.540 -0.042
11 P 2.140 0.576 0.408
12 H -1.596 2.484 -0.779
13 H -2.772 1.686 -1.973
14 H -2.806 1.239 -0.347
15 H -2.512 -3.100 1.125
16 H -3.222 -1.708 1.905
17 H -3.053 -1.723 0.164
18 H 0.864 -1.675 -1.628
19 H -0.489 -2.448 -0.945
20 H 2.961 -1.521 -0.089
21 H 3.561 -1.106 1.343
22 H 2.566 1.970 -1.383
23 H 3.045 0.531 -1.580
24 H 1.738 1.668 2.171
25 H 3.452 2.215 1.700
26 H -0.602 0.547 -1.965
27 H -0.864 -1.175 1.921

- HOMO (eV) = -12.89
- SMILES = CN[P@@](N)(N=P(N)(N)N)=[NH+]C
- charge = +1
- LUMO level (eV) = -2.485
- orbital gap (eV) = 10.4000
- multiplicity = 1

=====

# 2
Entry from OMol25: 6 unconnected molecules or ions with the total composition C2H16NO5 (wB97M-V/def2-TZVPD).

Cartesian coordinates (Å):
1 C -2.211 -0.017 0.060
2 C -2.933 -0.933 -0.647
3 N -0.992 -0.280 0.805
4 H -2.560 0.978 0.234
5 H -3.956 -0.812 -1.030
6 H -2.425 -1.783 -1.023
7 H -0.501 -1.220 0.580
8 H -0.291 0.482 0.616
9 H -1.148 -0.398 1.844
10 H 2.213 3.220 0.468
11 H 0.943 3.247 -0.192
12 O 1.300 3.152 0.740
13 H 0.786 -2.906 1.139
14 H 0.940 -2.683 -0.359
15 O 0.316 -2.522 0.373
16 H 2.886 -3.128 -1.718
17 H 2.016 -2.021 -2.442
18 O 2.142 -2.538 -1.636
19 H 0.566 1.957 2.187
20 H 0.958 0.659 3.012
21 O 0.284 1.073 2.449
22 H 0.235 2.827 -2.034
23 H 1.015 1.564 -2.004
24 O 0.417 2.081 -1.422

- HOMO (spin up / spin down) (eV) = -17.24 / -17.21
- charge = +2
- LUMO level (spin up / spin down) (eV) = -9.894 / -13.851
- orbital gap (spin up / spin down) (eV) = 7.3467 / 3.3556
- multiplicity = 2

=====

# 3
Entry from OMol25: 6 unconnected molecules or ions with the total composition C2H16O6 (wB97M-V/def2-TZVPD).

Cartesian coordinates (Å):
1 O 2.328 2.046 1.184
2 H 2.729 2.090 2.052
3 H 1.524 1.543 1.316
4 O -1.412 0.634 -0.061
5 H -1.972 0.828 0.691
6 H -0.522 0.662 0.289
7 O -1.516 0.285 -2.791
8 H -2.291 -0.081 -3.218
9 H -1.758 0.348 -1.867
10 O 0.384 0.179 2.265
11 H 0.978 -0.366 2.781
12 H -0.483 -0.003 2.628
13 O -2.988 0.691 2.070
14 H -3.634 -0.011 2.137
15 H -3.468 1.424 1.683
16 C 1.346 -0.515 -0.666
17 C 1.752 -1.719 -1.532
18 O 0.570 -2.198 -2.051
19 H 1.196 0.407 -1.226
20 H 2.075 -0.212 0.086
21 H 0.470 -0.714 -0.048
22 H 2.328 -2.539 -1.104
23 H 2.300 -1.383 -2.412
24 H 0.066 -1.396 -2.202

- HOMO (eV) = -9.29
- SMILES = CCO.O.O.O.O.O
- LUMO level (eV) = -0.021
- orbital gap (eV) = 9.2694
- multiplicity = 1

=====

# 4
Entry from OMol25: 6 unconnected molecules or ions with the total composition C2H17NO5 (wB97M-V/def2-TZVPD).

Cartesian coordinates (Å):
1 C 0.912 1.836 1.156
2 N 0.916 0.654 0.313
3 C 2.145 0.529 -0.496
4 H 1.500 1.666 2.057
5 H 1.315 2.721 0.642
6 H -0.083 2.188 1.414
7 H 0.181 0.746 -0.389
8 H 2.626 1.492 -0.655
9 H 1.967 0.053 -1.453
10 H 2.848 -0.065 0.093
11 H -1.633 -1.127 1.574
12 H -1.075 -0.424 0.382
13 O -1.850 -0.957 0.641
14 H -2.882 1.918 -0.966
15 H -2.508 0.814 0.011
16 O -2.132 1.568 -0.474
17 H 0.292 -1.002 -2.370
18 H -0.935 -1.099 -3.203
19 O -0.059 -0.695 -3.213
20 H -0.038 -0.714 3.540
21 H 0.531 -0.584 2.080
22 O 0.097 -1.180 2.709
23 H -1.101 -3.373 -1.473
24 H -0.662 -2.198 -0.596
25 O -0.370 -2.766 -1.324

- HOMO (eV) = -9.80
- SMILES = CNC.O.O.O.O.O
- LUMO level (eV) = 0.522
- orbital gap (eV) = 10.3225
- multiplicity = 1

=====

# 5
Entry from OMol25: 6 unconnected molecules or ions with the total composition C2H18NO5 (wB97M-V/def2-TZVPD).

Cartesian coordinates (Å):
1 C 1.767 2.304 -0.098
2 C 1.658 1.545 -1.433
3 N 0.407 0.710 -1.455
4 H 2.101 3.332 -0.251
5 H 0.763 2.511 0.272
6 H 2.428 1.786 0.584
7 H 1.589 2.297 -2.215
8 H 2.486 0.868 -1.606
9 H 0.568 -0.269 -1.701
10 H -0.242 1.083 -2.154
11 H -0.072 0.742 -0.551
12 H -3.188 -2.169 2.888
13 H -1.729 -1.645 2.895
14 O -2.481 -1.859 2.314
15 H 1.369 -1.482 0.977
16 H 0.731 -0.518 1.854
17 O 1.088 -0.543 0.938
18 H -1.389 -2.246 -0.221
19 H -1.467 -1.052 0.642
20 O -1.348 -1.283 -0.292
21 H -0.335 1.594 -4.799
22 H -1.283 0.459 -4.565
23 O -0.470 0.835 -4.201
24 H 0.102 -0.451 4.381
25 H 0.508 -1.768 3.605
26 O -0.130 -1.031 3.643

- HOMO (spin up / spin down) (eV) = -2.36 / -10.21
- LUMO level (spin up / spin down) (eV) = 0.041 / -0.054
- orbital gap (spin up / spin down) (eV) = 2.4003 / 10.1604
- multiplicity = 2

=====

# 6
Entry from OMol25: 7 unconnected molecules or ions with the total composition C2H18O6 (wB97M-V/def2-TZVPD).

Cartesian coordinates (Å):
1 C 0.384 2.669 -1.041
2 C -0.752 1.782 -0.471
3 H 0.216 3.740 -0.945
4 H 0.425 2.501 -2.113
5 H 1.313 2.424 -0.545
6 H -1.535 2.403 -0.039
7 H -1.347 1.250 -1.214
8 H -0.286 1.100 0.230
9 H -2.340 -1.648 -0.318
10 H -2.972 -0.247 -0.321
11 O -2.590 -0.911 0.260
12 H 2.559 0.864 0.169
13 H 3.276 -0.288 0.650
14 O 3.465 0.632 0.410
15 H 1.500 -3.650 -1.355
16 H 1.966 -2.162 -1.672
17 O 2.242 -3.040 -1.407
18 H -0.692 -0.737 1.069
19 H -1.020 -1.958 1.908
20 O -0.280 -1.416 1.619
21 H 0.377 -2.068 -1.231
22 H -0.516 -1.303 -2.339
23 O -0.487 -1.968 -1.650
24 H -1.511 1.300 3.342
25 H -0.304 0.199 3.283
26 O -1.091 0.532 3.722

- HOMO (eV) = -10.88
- SMILES = CC.O.O.O.O.O.O
- LUMO level (eV) = -0.012
- orbital gap (eV) = 10.8716
- multiplicity = 1

=====

# 7
Entry from OMol25: a molecular structure, C2H18O8Sr (wB97M-V/def2-TZVPD).

Cartesian coordinates (Å):
1 Sr -6.789 -32.034 -13.748
2 O -7.366 -32.970 -16.082
3 H -8.040 -33.394 -16.632
4 H -6.788 -32.513 -16.713
5 O -5.996 -34.533 -13.726
6 H -5.968 -35.133 -12.969
7 H -5.603 -35.037 -14.451
8 O -9.056 -30.936 -14.493
9 H -9.604 -30.219 -14.144
10 H -9.690 -31.563 -14.872
11 O -6.531 -31.537 -11.320
12 H -5.976 -30.766 -11.504
13 H -6.620 -31.547 -10.357
14 O -4.004 -32.392 -12.915
15 H -3.260 -32.187 -13.495
16 H -3.624 -32.944 -12.219
17 O -8.517 -33.272 -12.508
18 H -9.472 -33.258 -12.666
19 H -8.366 -34.087 -12.010
20 C -4.888 -29.495 -15.317
21 C -6.213 -28.857 -14.995
22 O -6.727 -29.250 -13.699
23 O -5.264 -30.878 -15.588
24 H -4.139 -29.488 -14.519
25 H -4.361 -29.067 -16.169
26 H -6.902 -29.047 -15.825
27 H -6.225 -27.764 -14.947
28 H -7.255 -28.518 -13.372
29 H -4.523 -31.341 -16.001

- HOMO (eV) = -17.65
- charge = +2
- LUMO level (eV) = -5.979
- orbital gap (eV) = 11.6748
- multiplicity = 1

=====

# 8
Entry from OMol25: a molecular structure, C2H19Cd2O9 (wB97M-V/def2-TZVPD).

Cartesian coordinates (Å):
1 Cd 0.204 1.400 1.386
2 Cd 2.075 -1.072 1.119
3 C -3.412 0.541 2.267
4 C -2.910 0.637 0.826
5 O -1.538 0.346 0.665
6 H -2.816 1.118 2.979
7 H -3.646 -0.478 2.574
8 H -4.387 1.036 2.354
9 H -3.112 1.639 0.438
10 H -3.448 -0.118 0.242
11 O 0.958 -0.205 2.486
12 H 0.251 -0.799 2.754
13 O 1.447 0.559 -0.102
14 H 0.720 0.242 -0.648
15 O 2.730 -2.039 -0.854
16 H 3.670 -2.182 -1.031
17 H 2.268 -2.279 -1.695
18 O -1.603 2.001 -1.808
19 H -1.758 1.872 -2.751
20 H -1.694 1.121 -1.413
21 O 0.913 -2.272 -2.784
22 H 0.539 -2.749 -3.537
23 H 0.360 -1.484 -2.691
24 O 0.177 -1.896 0.461
25 H 0.013 -2.448 -0.317
26 H -0.603 -1.268 0.505
27 O 2.670 0.741 -2.565
28 H 2.564 -0.139 -2.936
29 H 2.098 0.759 -1.758
30 O 2.042 2.476 1.858
31 H 2.440 2.446 2.739
32 H 2.787 2.496 1.240

- HOMO (eV) = -12.26
- charge = +1
- LUMO level (eV) = -4.518
- orbital gap (eV) = 7.7460
- multiplicity = 1

=====

In order of appearance, energy relative to the best compared isomer or geometry (same formula, charge and spin) = 2.293, 1.225, 1.167, 1.292, 0.000, 1.246, 0.262, 0.000 eV.